Record 1
Density functional theory data (the ωB97M-V functional and the def2-TZVPD basis) for the ion C6H11N2O5 with charge -1 at a distorted geometry.

Structure (XYZ):
```
24
Properties=species:S:1:pos:R:3:lowdin_charge:R:1
C 0.48 0.90 1.72 -0.103
C 1.01 0.63 0.26 -0.217
C -0.81 -0.29 -0.30 -0.351
C 1.32 1.80 -0.75 -0.048
C -1.22 0.13 -1.68 0.001
C -1.08 -2.58 0.40 -0.079
N -1.50 0.19 0.70 -0.301
N 2.05 -0.25 0.24 -0.433
O -2.36 1.14 0.44 -0.170
O 2.31 -0.95 1.25 -0.026
O 2.72 -0.32 -0.78 -0.021
O -0.81 0.35 1.86 -0.045
O -0.27 -1.59 -0.28 -0.102
H 1.03 0.42 2.51 0.112
H 0.42 1.98 1.73 0.100
H 1.31 2.89 -0.31 0.092
H 0.72 1.98 -1.67 0.046
H 2.33 1.75 -1.22 0.065
H -2.15 -0.18 -1.87 0.043
H -0.52 -0.38 -2.39 0.113
H -1.16 1.18 -1.81 0.059
H -1.22 -3.51 -0.17 0.061
H -2.09 -2.26 0.81 0.105
H -0.51 -3.02 1.30 0.099
```

Properties
- HOMO (alpha / beta): -0.1094 / -0.1093 Ha
- Gap between HOMO and LUMO (alpha / beta): 6.6 / 6.6 eV
- Electronic energy: -720.67146 Ha
- Energy above the lowest of the compared OMol25 structures with the same formula, charge and spin: 108.0 kJ/mol
- SMILES: CO/C(C)=[N+](/[O-])OCC(C)=[N+]([O-])[O-]
- Net charge: -1

***

Record 2
Density functional theory data (the ωB97M-V functional and the def2-TZVPD basis) for a structure of composition C6H11N2O5S2 at a distorted geometry.

Structure (XYZ):
```
26
Properties=species:S:1:pos:R:3:lowdin_charge:R:1
C 0.13 2.38 -0.13 -0.020
C -3.40 1.84 0.63 0.030
C -0.33 1.00 0.12 -0.436
C 2.97 -1.92 -1.05 -0.058
C 1.55 -0.48 0.36 -0.076
C 1.72 -1.15 -1.07 -0.425
N 0.14 -0.14 0.54 -0.114
N -1.26 1.78 -0.24 0.155
O -1.99 -1.04 -0.92 -0.313
O -2.02 -1.19 1.57 -0.578
O -3.62 0.68 1.05 -0.185
O -1.68 0.81 2.96 -0.334
O 0.52 -1.82 -1.36 -0.121
S -1.12 -1.46 0.10 1.103
S -2.65 -0.13 2.48 1.041
H 0.44 3.06 0.65 0.094
H 0.72 2.71 -0.97 0.092
H -3.87 2.14 -0.23 0.093
H -2.95 2.61 1.32 0.138
H 3.29 -2.37 -2.10 0.147
H 3.72 -1.20 -0.94 0.068
H 3.04 -2.70 -0.32 0.084
H 1.94 -1.15 1.15 0.144
H 2.03 0.55 0.29 0.158
H 2.00 -0.35 -1.80 0.161
H 0.68 -2.45 -2.08 0.150
```

Properties
- HOMO: -0.4931 Ha
- Gap between HOMO and LUMO: 9.5 eV
- Electronic energy: -1516.85060 Ha
- Energy above the lowest of the compared OMol25 structures with the same formula, charge and spin: 213.0 kJ/mol
- Net charge: +1

***

Record 3
Density functional theory data (the ωB97M-V functional and the def2-TZVPD basis) for the molecule C6H11N2P at a distorted geometry.

Structure (XYZ):
```
20
Properties=species:S:1:pos:R:3:lowdin_charge:R:1
C 1.19 1.16 -1.23 -0.243
C 0.09 1.72 -0.65 -0.534
C 0.27 -1.09 -0.01 -0.077
C -0.42 3.04 -0.98 -0.057
C 0.21 -2.49 0.46 -0.120
C -1.42 -0.48 1.59 -0.069
N -0.63 1.10 0.25 0.033
N -0.53 -0.22 0.50 -0.264
P 2.03 0.52 -2.60 0.756
H -1.44 2.97 -1.40 0.092
H -0.59 3.49 0.01 0.084
H 0.29 3.66 -1.64 0.111
H 0.32 -2.46 1.51 0.037
H -0.86 -2.82 0.38 0.097
H 0.84 -3.20 -0.09 0.075
H -2.47 -0.47 1.17 0.114
H -1.01 -1.33 2.24 0.094
H -1.37 0.41 2.33 0.108
H 1.04 -0.36 -3.09 -0.098
H 2.79 -0.45 -2.11 -0.140
```

Properties
- HOMO (alpha / beta): -0.2793 / -0.2793 Ha
- Gap between HOMO and LUMO (alpha / beta): 7.2 / 7.2 eV
- Electronic energy: -685.81623 Ha
- Energy above the lowest of the compared OMol25 structures with the same formula, charge and spin: 548.9 kJ/mol
- Net charge: 0

***

Record 4
Density functional theory data (the ωB97M-V functional and the def2-TZVPD basis) for the ion C6H11N2S with charge +1 at a distorted geometry.

Structure (XYZ):
```
20
Properties=species:S:1:pos:R:3:lowdin_charge:R:1
C -0.55 0.23 2.19 -0.147
C -2.04 0.08 2.05 -0.583
C 0.32 0.54 1.26 -0.029
C 0.06 0.68 -0.29 -0.424
C 0.48 -1.52 -1.13 -0.165
C 0.30 2.03 -0.80 -0.046
N 0.75 -0.27 -1.10 0.083
N 1.24 -2.49 -1.56 0.182
S -2.82 -0.43 0.76 0.787
H -0.18 0.20 3.17 0.090
H -2.54 -0.10 2.98 0.045
H 1.35 0.64 1.63 0.128
H -1.04 0.50 -0.40 0.054
H -0.39 -1.84 -0.42 0.189
H -0.68 2.54 -0.73 0.108
H 0.39 1.91 -1.96 0.131
H 1.03 2.70 -0.39 0.084
H 0.69 -3.38 -1.56 0.158
H 2.14 -2.30 -2.02 0.161
H 1.46 0.27 -1.67 0.195
```

Properties
- HOMO: -0.4425 Ha
- Gap between HOMO and LUMO: 7.8 eV
- Electronic energy: -742.60169 Ha
- Energy above the lowest of the compared OMol25 structures with the same formula, charge and spin: 282.8 kJ/mol
- SMILES: C[C@H](/C=C\C=S)NC=[NH2+]
- Net charge: +1

***

Record 5
Density functional theory data (the ωB97M-V functional and the def2-TZVPD basis) for the ion C6H11N2S with charge +1 at a distorted geometry.

Structure (XYZ):
```
20
Properties=species:S:1:pos:R:3:lowdin_charge:R:1
C 0.75 -1.75 -0.29 -0.027
C -0.82 -0.27 -0.56 -0.226
C 0.33 0.35 0.10 -0.201
C 0.53 1.76 0.49 0.005
C 2.45 -0.64 0.96 0.043
C -2.02 0.52 -0.95 -0.416
N -0.54 -1.61 -0.74 0.193
N 1.21 -0.64 0.23 -0.092
S -3.16 0.64 0.55 0.731
H 1.30 -2.59 -0.49 0.138
H -0.53 2.11 0.39 0.085
H 1.17 1.90 1.53 0.163
H 1.09 2.28 -0.26 0.085
H 2.04 -0.85 1.94 0.119
H 3.08 -1.54 0.66 0.141
H 2.89 0.34 0.91 0.102
H -1.86 1.49 -1.26 0.042
H -2.55 -0.08 -1.69 0.088
H -1.08 -2.15 -1.38 0.177
H -4.27 0.74 -0.17 -0.149
```

Properties
- HOMO: -0.4653 Ha
- Gap between HOMO and LUMO: 9.5 eV
- Electronic energy: -742.64775 Ha
- Energy above the lowest of the compared OMol25 structures with the same formula, charge and spin: 161.9 kJ/mol
- SMILES: Cc1c(CS)[nH]c[n+]1C
- Net charge: +1

***

Record 6
Density functional theory data (the ωB97M-V functional and the def2-TZVPD basis) for the ion C6H11N2S with charge +1 at a distorted geometry.

Structure (XYZ):
```
20
Properties=species:S:1:pos:R:3:lowdin_charge:R:1
C -1.66 0.46 2.26 -0.026
C -0.75 -0.62 1.74 -0.437
N 0.23 -1.10 2.35 0.173
C -0.94 -1.19 0.32 -0.100
C -0.06 -0.40 -0.57 -0.500
N 0.98 -0.84 -1.19 0.088
C 1.68 0.21 -1.94 -0.187
C 0.75 1.39 -2.27 -0.340
S -0.39 1.29 -0.82 1.093
H -2.72 0.25 2.13 0.094
H -1.43 0.59 3.32 0.089
H -1.41 1.42 1.79 0.060
H 0.28 -0.64 3.26 0.078
H -1.98 -1.15 -0.01 0.135
H -0.63 -2.23 0.30 0.130
H 1.26 -1.81 -1.09 0.192
H 2.42 -0.10 -2.67 0.142
H 2.31 0.65 -1.15 0.133
H 0.24 1.37 -3.23 0.093
H 1.42 2.23 -2.14 0.091
```

Properties
- HOMO: -0.5152 Ha
- Gap between HOMO and LUMO: 9.9 eV
- Electronic energy: -742.66306 Ha
- Energy above the lowest of the compared OMol25 structures with the same formula, charge and spin: 121.7 kJ/mol
- Net charge: +1

***

Record 7
Density functional theory data (the ωB97M-V functional and the def2-TZVPD basis) for the molecule C6H11N3 at a distorted geometry.

Structure (XYZ):
```
20
Properties=species:S:1:pos:R:3:lowdin_charge:R:1
C -1.72 -0.85 -0.77 -0.013
C -0.40 -0.33 -0.03 -0.388
C 0.08 -1.12 1.16 -0.029
C 0.89 -1.20 -0.21 -0.093
C 2.14 -0.22 -0.18 -0.227
C 0.86 1.77 -0.13 -0.173
H -2.68 -0.36 -0.52 0.062
H -1.88 -1.90 -0.54 0.070
H -1.46 -0.68 -1.86 0.097
H 0.59 -0.50 1.84 0.087
H -0.34 -1.98 1.61 0.083
H 1.00 -2.10 -0.86 0.141
H 2.92 -0.56 -0.84 0.083
H 2.83 -0.24 0.71 0.120
H 0.78 2.82 -0.23 0.106
H -1.85 1.42 1.08 0.081
H -2.06 1.81 -0.37 0.065
N 2.01 1.22 -0.27 0.021
N -0.33 1.11 0.07 -0.173
N -1.39 1.89 0.35 0.081
```

Properties
- HOMO: -0.2969 Ha
- Gap between HOMO and LUMO: 8.9 eV
- Electronic energy: -399.37383 Ha
- Energy above the lowest of the compared OMol25 structures with the same formula, charge and spin: 318.7 kJ/mol
- SMILES: C[C@@]12C[C@@H]1CN=CN2N
- Net charge: 0

***

Record 8
Density functional theory data (the ωB97M-V functional and the def2-TZVPD basis) for a cluster of 3 separate species, C6H11N3 in total at a distorted geometry.

Structure (XYZ):
```
20
Properties=species:S:1:pos:R:3:lowdin_charge:R:1
C -1.34 -0.19 1.31 -0.064
C 0.85 -0.07 -0.25 -0.196
C -0.98 -1.24 -1.35 -0.421
C -0.24 -0.12 0.34 -0.129
N 1.80 0.01 -1.16 0.139
N -1.18 -2.55 -1.02 0.058
C 1.16 1.30 1.48 -0.107
C 1.16 2.59 1.18 -0.118
N -1.47 -0.73 -2.40 0.057
H 2.53 -0.69 -1.15 0.115
H 2.07 0.91 -1.51 0.119
H -0.53 -2.99 -0.40 0.075
H -1.59 -3.15 -1.73 0.085
H -1.28 0.27 -2.49 0.021
H 1.58 0.92 2.41 0.035
H -1.91 0.74 1.28 0.096
H -0.94 -0.30 2.32 0.085
H -2.00 -1.02 1.08 0.078
H 0.72 2.96 0.25 0.036
H 1.58 3.36 1.82 0.035
```

Properties
- HOMO (alpha / beta): -0.2309 / -0.2310 Ha
- Gap between HOMO and LUMO (alpha / beta): 6.9 / 6.9 eV
- Electronic energy: -399.22271 Ha
- Energy above the lowest of the compared OMol25 structures with the same formula, charge and spin: 715.5 kJ/mol
- Net charge: 0